# 1
The following is a quantum chemistry calculation of C27H42Cl3MnN4O3Si as an isolated structure, from OMol25.

Structure (XYZ):
```
81
Properties=species:S:1:pos:R:3:lowdin_charge:R:1
C -1.991 -2.574 -4.983 -0.058
C -1.218 -3.242 -3.887 -0.224
H -2.300 -3.289 -5.757 0.058
H -1.404 -1.770 -5.449 0.077
H -2.901 -2.114 -4.568 0.084
C -0.870 -4.546 -3.896 -0.126
C -1.145 -5.435 -5.067 -0.141
H -0.394 -5.019 -3.043 0.072
H -0.680 -5.060 -5.980 0.069
H -2.214 -5.550 -5.248 0.063
H -0.762 -6.435 -4.879 0.053
Mn -0.327 1.847 0.525 0.001
Cl -2.602 2.191 0.234 -0.016
Cl 0.965 3.303 -0.756 0.091
H 1.410 5.831 3.508 0.089
H -1.160 6.896 3.089 0.090
C 1.279 5.300 2.562 -0.032
C -0.866 6.467 2.118 -0.037
N -0.150 5.210 2.303 -0.172
H 1.727 4.310 2.630 0.090
C -0.771 4.054 2.144 -0.296
O -0.138 2.944 2.136 -0.204
H -1.775 6.242 1.549 0.095
H -1.857 4.053 1.989 0.102
H 1.752 5.868 1.753 0.094
H -0.230 7.182 1.578 0.094
H 2.476 -0.329 -3.850 0.076
H 2.433 -3.119 -2.477 0.068
C 3.475 -0.702 -3.572 -0.049
C 3.415 -2.746 -2.154 -0.065
N 3.451 -1.298 -2.253 -0.181
H 4.207 0.121 -3.618 0.091
C 3.371 -0.553 -1.116 -0.375
O 3.345 0.665 -1.048 -0.026
H 3.591 -3.010 -1.104 0.078
H 3.337 -1.240 -0.231 0.114
H 3.770 -1.501 -4.265 0.084
H 4.200 -3.174 -2.794 0.083
O 0.160 -1.439 -3.237 -0.309
C -0.818 -2.243 -2.782 -0.530
C 0.231 -3.825 -0.989 -0.070
C -0.700 -2.866 -1.367 -0.160
H 0.921 -4.240 -1.734 0.090
C 0.234 -4.325 0.320 -0.110
H -1.739 -1.614 -2.714 0.095
C -1.659 -2.453 -0.432 -0.055
H 0.964 -5.093 0.605 0.089
C -0.690 -3.877 1.275 -0.132
C -1.647 -2.926 0.881 -0.102
H -2.451 -1.782 -0.757 0.109
H -0.681 -4.256 2.301 0.086
H -2.381 -2.573 1.604 0.096
Si -0.130 2.012 -2.967 0.385
Cl 0.044 0.421 -1.102 0.383
C 1.509 2.402 -3.753 -0.229
C -1.191 3.602 -2.691 -0.292
C -1.297 1.000 -4.009 -0.231
H 2.337 1.959 -3.191 0.002
H 1.660 3.492 -3.807 0.031
H 1.497 2.009 -4.776 0.032
H -0.791 0.082 -4.328 -0.004
H -1.609 1.580 -4.889 0.032
H -2.190 0.741 -3.429 0.040
H -1.852 3.514 -1.818 -0.057
H -1.843 3.757 -3.562 0.017
H -0.587 4.507 -2.563 -0.011
N 0.955 -1.273 3.140 0.126
C 0.951 -0.665 1.931 -0.105
N -0.063 0.199 1.859 0.010
C -0.821 0.070 3.024 -0.225
C -1.999 0.703 3.419 -0.017
C -2.396 0.536 4.748 -0.088
C -1.657 -0.273 5.634 -0.102
C -0.533 -0.987 5.190 -0.032
C -0.158 -0.823 3.865 -0.198
H 1.630 -1.961 3.456 0.160
H 1.692 -0.877 1.168 0.116
H -2.535 1.281 2.663 0.047
H -3.283 1.060 5.121 0.100
H -1.972 -0.350 6.678 0.095
H 0.071 -1.638 5.824 0.104
```

Its net charge is -1. The orbital gap (spin up / spin down) is 5.60 / 5.70 eV. As for the spin multiplicity: 6.



# 2
The following is a quantum chemistry calculation of a 2-piece molecular cluster, C7H14N2O overall, from OMol25.

Structure (XYZ):
```
24
Properties=species:S:1:pos:R:3:lowdin_charge:R:1
C 2.958 0.331 -1.069 -0.063
C 2.249 0.098 0.240 -0.354
C 2.880 0.812 1.412 -0.075
C 1.174 -0.666 0.408 -0.063
C 0.406 -1.440 -0.633 -0.251
O -0.975 -1.124 -0.599 -0.120
H 3.036 1.408 -1.265 0.081
H 3.985 -0.063 -1.027 0.086
H 2.462 -0.136 -1.930 0.063
H 2.334 0.616 2.350 0.079
H 3.915 0.494 1.539 0.075
H 2.899 1.898 1.242 0.081
H 0.738 -0.759 1.415 0.118
H 0.827 -1.283 -1.648 0.103
H 0.452 -2.519 -0.414 0.121
H -1.060 -0.177 -0.706 0.048
C -3.396 1.411 -0.937 -0.036
N -2.855 1.057 0.152 -0.043
N -2.803 -0.279 0.406 -0.096
C -3.745 -0.774 1.100 -0.009
H -3.398 2.430 -1.206 0.047
H -3.811 0.701 -1.630 0.074
H -4.575 -0.198 1.457 0.062
H -3.697 -1.839 1.343 0.074
```

The relative energy (zero: lowest compared OMol25 entry of this formula, charge and spin) comes out at 85.2 kcal/mol. The SMILES is CC(C)=CCO.C=NN=C. Its net charge is 0. The orbital gap is 9.95 eV.



# 3
The following is a quantum chemistry calculation of a 3-piece molecular cluster, C16H22O8S2 overall, from OMol25.

Structure (XYZ):
```
48
Properties=species:S:1:pos:R:3:lowdin_charge:R:1
O 1.908 -5.881 -0.419 -0.035
C 1.550 -4.683 -0.889 -0.215
C 2.730 -3.590 -1.344 0.018
C 2.465 -2.125 -1.147 0.016
C 1.000 -1.753 -0.432 -0.170
O 0.889 -0.757 0.467 -0.042
C -0.275 -2.722 -0.901 -0.066
C -1.755 -1.987 -1.123 -0.046
C -3.024 -3.020 -1.015 -0.273
O -3.983 -2.904 -1.967 -0.048
O -3.227 -4.063 0.003 -0.015
C -0.006 -4.169 -1.121 0.059
H 3.741 -3.946 -1.818 0.122
H 3.249 -1.303 -1.480 0.113
H -1.873 -1.002 -0.474 0.097
H -1.733 -1.607 -2.254 0.148
H -4.129 -3.838 0.419 0.141
H -0.852 -4.910 -1.485 0.141
O -2.836 -0.411 0.994 -0.343
S -3.500 0.640 1.737 0.695
O -3.347 0.792 3.170 -0.315
C -3.140 2.199 0.953 -0.230
C -4.237 2.358 -0.089 -0.224
C -5.529 1.921 0.600 -0.218
C -5.239 0.611 1.331 -0.221
H -2.138 2.179 0.522 0.112
H -3.206 2.980 1.717 0.112
H -4.300 3.387 -0.453 0.119
H -4.037 1.705 -0.947 0.122
H -5.834 2.687 1.324 0.121
H -6.349 1.801 -0.115 0.119
H -5.825 0.524 2.249 0.108
H -5.423 -0.255 0.688 0.107
O 6.650 2.514 -0.985 -0.321
S 5.334 1.912 -1.022 0.667
O 4.838 1.201 -2.184 -0.340
C 5.148 0.869 0.411 -0.234
C 4.601 1.799 1.484 -0.221
C 3.540 2.652 0.791 -0.219
C 4.134 3.141 -0.529 -0.229
H 6.109 0.425 0.677 0.112
H 4.426 0.086 0.163 0.089
H 4.186 1.240 2.327 0.120
H 5.402 2.444 1.866 0.121
H 2.652 2.039 0.592 0.114
H 3.224 3.493 1.417 0.117
H 3.369 3.233 -1.305 0.105
H 4.656 4.094 -0.405 0.107
```

The SMILES is O=C1C=CC(=O)C(CC(=O)O)=C1.O=S1(=O)CCCC1.O=S1(=O)CCCC1. Its net charge is 0. The orbital gap is 8.42 eV.